(1)
This record from OMol25 describes 2 unconnected molecules or ions with the total composition C9H12N3O in a non-equilibrium geometry. The level of theory is the ωB97M-V functional and the def2-TZVPD basis.

Last columns: bonded neighbours and bond lengths (Å).
Geometry (Å):
1 C -1.505 1.775 1.898  C15 1.404, H16 1.104, N24 1.331
2 N -1.111 0.129 0.292  C5 1.315, N24 1.318
3 N 1.487 0.031 -0.095  C11 1.417, C18 1.499, C20 1.314
4 H -3.551 2.188 2.406  C15 1.074
5 C -2.405 -0.008 0.100  N2 1.315, C6 1.416, H7 1.127
6 C -3.383 0.773 0.761  C5 1.416, H9 1.076, C15 1.407
7 H -2.764 -0.655 -0.750  C5 1.127
8 H 3.009 -2.333 -1.267  C23 1.102
9 H -4.377 0.361 0.758  C6 1.076
10 H 0.659 -1.305 -2.796  C14 1.111
11 C 1.508 -1.356 0.193  N3 1.417, H12 1.099, H19 1.068, C23 1.611
12 H 2.130 -1.500 1.088  C11 1.099
13 H 1.395 -2.988 -1.314  C23 1.074
14 C 1.587 -0.982 -2.279  H10 1.111, H17 1.121, C18 1.498, C23 1.588
15 C -2.895 1.617 1.776  C1 1.404, H4 1.074, C6 1.407
16 H -1.027 2.302 2.743  C1 1.104
17 H 2.280 -0.910 -3.158  C14 1.121
18 C 1.465 0.329 -1.564  N3 1.499, C14 1.498, O22 1.189
19 H 0.534 -1.702 0.461  C11 1.068
20 C 1.412 0.998 0.791  N3 1.314, H21 1.121, H25 1.037
21 H 1.147 1.937 0.240  C20 1.121
22 O 1.343 1.441 -1.967  C18 1.189
23 C 1.942 -2.074 -1.182  H8 1.102, C11 1.611, H13 1.074, C14 1.588
24 N -0.691 1.061 1.124  C1 1.331, N2 1.318
25 H 1.808 0.871 1.742  C20 1.037

Summary:
Charge: +1

=====

(2)
This record from OMol25 describes 2 unconnected molecules or ions with the total composition C5H6O2. The level of theory is the ωB97M-V functional and the def2-TZVPD basis.

Last columns: bonded neighbours and bond lengths (Å).
Geometry (Å):
1 C 1.686 -0.303 -0.137  H11 1.088, C12 1.319, C13 1.484
2 H 0.592 -0.389 -2.039  C13 1.105
3 H -1.588 -0.477 3.055  C6 1.087
4 O 2.601 -0.316 -2.319  C13 1.210
5 H -0.641 1.794 -0.471  O7 0.965
6 C -1.591 -0.552 1.970  H3 1.087, C8 1.313, H10 1.088
7 O -1.182 1.536 -1.226  H5 0.965, H9 0.965
8 C -0.479 -0.499 1.274  C6 1.313, C12 1.273
9 H -1.718 0.811 -0.883  O7 0.965
10 H -2.556 -0.672 1.483  C6 1.088
11 H 2.667 -0.173 0.314  C1 1.088
12 C 0.596 -0.416 0.598  C1 1.319, C8 1.273
13 C 1.614 -0.345 -1.619  C1 1.484, H2 1.105, O4 1.210

Summary:
Structure (SMILES): C=C=C=CC=O.O

=====

(3)
This record from OMol25 describes a single C21H31NO6S molecule in a non-equilibrium geometry. The level of theory is the ωB97M-V functional and the def2-TZVPD basis.

Last columns: bonded neighbours and bond lengths (Å).
Geometry (Å):
1 O 2.349 -2.655 1.613  C28 1.408, C57 1.417
2 H -0.025 -1.601 1.064  C54 1.090
3 H 1.577 -2.261 -0.765  C13 1.091
4 O -6.269 -0.757 -4.031  C43 1.354, C60 1.410
5 C 2.453 2.982 1.262  O24 1.430, C26 1.521, H40 1.092, H58 1.095
6 H 3.803 -2.633 0.169  C57 1.108
7 H -7.452 0.825 -4.671  C60 1.094
8 H -5.340 -2.101 -2.127  C37 1.078
9 H -5.553 1.861 -3.728  C35 1.078
10 H 2.779 -1.061 -1.265  C13 1.092
11 H -1.566 0.995 -1.786  C22 1.093
12 C 0.228 -0.094 -1.262  H17 1.091, C22 1.524, H23 1.091, C31 1.544
13 C 2.166 -1.406 -0.429  H3 1.091, H10 1.092, C31 1.544, C57 1.533
14 H 3.295 -0.146 1.857  C50 1.089
15 H 3.818 -4.032 2.050  C28 1.103
16 C 1.985 1.036 0.011  O24 1.332, C31 1.527, O47 1.206
17 H -0.239 -1.055 -1.482  C12 1.091
18 H 4.486 2.307 1.061  C26 1.087
19 H 5.584 -2.159 1.865  C44 1.093
20 H 3.895 2.335 2.730  C26 1.087
21 C -4.451 1.637 -1.918  C34 1.379, C35 1.385, H42 1.079
22 C -0.870 0.914 -0.947  H11 1.093, C12 1.524, H30 1.100, N51 1.445
23 H 0.791 0.235 -2.137  C12 1.091
24 O 1.814 1.708 1.148  C5 1.430, C16 1.332
25 C -0.802 0.374 1.392  H38 1.091, H39 1.098, N51 1.451, C54 1.527
26 C 3.880 2.856 1.776  C5 1.521, H18 1.087, H20 1.087, H52 1.086
27 H 2.482 -3.841 3.218  C28 1.092
28 C 3.166 -3.303 2.559  O1 1.408, H15 1.103, H27 1.092, C48 1.529
29 O -2.767 2.759 0.253  S53 1.439
30 H -0.446 1.911 -0.758  C22 1.100
31 C 1.190 -0.266 -0.067  C12 1.544, C13 1.544, C16 1.527, C54 1.531
32 C -4.322 -0.582 -1.002  C34 1.385, C37 1.377, H45 1.078
33 O -3.619 0.926 1.656  S53 1.433
34 C -4.011 0.767 -0.944  C21 1.379, C32 1.385, S53 1.785
35 C -5.214 1.168 -2.975  H9 1.078, C21 1.385, C43 1.394
36 H 4.658 -2.864 4.049  C48 1.091
37 C -5.078 -1.058 -2.050  H8 1.078, C32 1.377, C43 1.401
38 H -1.452 0.019 2.193  C25 1.091
39 H -0.432 1.371 1.663  C25 1.098
40 H 1.832 3.548 1.961  C5 1.092
41 H 4.528 -0.311 0.591  C50 1.090
42 H -4.191 2.681 -1.836  C21 1.079
43 C -5.533 -0.187 -3.048  O4 1.354, C35 1.394, C37 1.401
44 C 4.875 -1.500 2.374  H19 1.093, C48 1.527, C50 1.528, H56 1.092
45 H -3.967 -1.231 -0.219  C32 1.078
46 H -5.973 0.535 -5.631  C60 1.094
47 O 2.677 1.428 -0.895  C16 1.206
48 C 4.028 -2.317 3.347  C28 1.529, H36 1.091, C44 1.527, H55 1.092
49 H -7.333 -0.610 -5.717  C60 1.089
50 C 3.952 -0.848 1.345  H14 1.089, H41 1.090, C44 1.528, C57 1.531
51 N -1.623 0.452 0.197  C22 1.445, C25 1.451, S53 1.683
52 H 4.304 3.847 1.908  C26 1.086
53 S -3.026 1.354 0.424  O29 1.439, O33 1.433, C34 1.785, N51 1.683
54 C 0.364 -0.589 1.181  H2 1.090, C25 1.527, C31 1.531, H59 1.088
55 H 3.376 -1.649 3.913  C48 1.092
56 H 5.446 -0.739 2.909  C44 1.092
57 C 3.107 -1.926 0.663  O1 1.417, H6 1.108, C13 1.533, C50 1.531
58 H 2.448 3.467 0.281  C5 1.095
59 H 0.991 -0.576 2.070  C54 1.088
60 C -6.777 0.059 -5.063  O4 1.410, H7 1.094, H46 1.094, H49 1.089

Summary:
Structure (SMILES): CCOC(=O)C1(C[C@H]2CCCCO2)CCN(S(=O)(=O)c2ccc(OC)cc2)CC1

=====

In order of appearance, energy relative to the best compared isomer or geometry (same formula, charge and spin) = 2.786, 3.046, 0.129 eV.
In order of appearance, E_LUMO = -3.910, -0.986, 0.698 eV.
In order of appearance, frontier orbital gap = 0.3655, 0.3256, 0.3559 hartree.